A molecular structure, C45H90IN2O14S2 in a non-equilibrium geometry, computed with ωB97M-V/def2-TZVPD.

Geometry as XYZ:
```
154
Properties=species:S:1:pos:R:3:forces:R:3
C -0.15577 0.52028 -0.99179 0.6 0.3 0.0
C 0.43518 -0.24201 -2.17787 -0.7 -0.1 0.0
I -0.35763 0.74607 -3.96894 0.1 -0.1 -0.1
C 0.12176 -1.75644 -2.27596 0.7 0.6 -0.2
S -0.41001 -2.59814 -0.78780 -0.1 -1.6 0.9
O -0.18646 -4.01450 -1.08212 -0.3 0.9 -0.1
O 0.37502 -2.12946 0.35127 -0.5 0.5 -0.7
N -1.96688 -2.25167 -0.50208 0.3 0.0 -1.0
S -3.06432 -2.88655 -1.49858 -0.3 -0.7 0.2
O -3.85762 -3.91578 -0.83065 0.6 0.6 -0.3
O -2.54566 -3.22965 -2.81734 0.0 0.2 0.4
C -4.32642 -1.61653 -1.87083 0.0 0.4 -0.2
C -4.04458 -0.14665 -1.68433 0.2 -0.1 0.7
N -3.90083 0.37001 -0.52705 -0.3 -0.1 -0.8
H -1.16627 0.19029 -0.74972 0.1 0.0 0.0
H 0.50493 0.39184 -0.12908 -0.3 -0.2 -0.1
H -0.15635 1.59017 -1.21371 0.0 -0.1 0.1
H 1.50900 -0.08918 -2.27585 -0.2 0.1 0.1
H -0.60718 -1.96679 -3.05171 -0.2 -0.2 0.2
H 1.04470 -2.27915 -2.54926 -0.2 0.0 0.1
H -5.22973 -1.89314 -1.32413 0.2 0.0 0.2
H -4.50021 -1.80785 -2.93385 0.0 -0.1 0.2
H -4.01404 0.46205 -2.59552 0.1 -0.1 0.0
H -3.76598 1.37333 -0.65316 0.1 0.1 0.2
C 2.34482 -5.71895 1.28320 0.0 -0.1 0.1
C 1.59017 -4.76962 2.20719 0.0 0.1 -0.1
C 2.66377 -4.40528 3.22278 -0.1 -0.2 0.0
O 3.91691 -4.46399 2.53154 0.0 -0.1 0.0
C 3.72533 -5.07967 1.25192 0.0 0.1 0.0
H 1.89163 -5.80418 0.29687 0.0 0.1 0.0
H 2.40417 -6.71859 1.72645 0.0 0.0 0.0
H 1.27189 -3.88881 1.64784 0.0 0.0 0.0
H 0.71026 -5.21503 2.67097 0.0 0.0 0.0
H 2.68487 -5.13610 4.04090 0.0 0.1 0.0
H 2.53526 -3.40960 3.64953 0.0 0.0 0.0
H 3.78414 -4.30769 0.47799 0.0 0.0 0.0
H 4.52861 -5.80109 1.08639 0.0 0.0 0.0
C 4.36749 -6.73631 5.61678 0.1 0.1 0.0
C 5.18717 -7.93337 6.09239 -0.2 -0.1 -0.1
C 4.45758 -8.31772 7.37550 0.0 0.1 0.0
O 3.08760 -7.96133 7.18245 0.2 0.0 0.0
C 2.95789 -7.13816 6.01289 0.0 -0.1 0.0
H 4.45599 -6.52926 4.55144 0.1 0.0 0.0
H 4.67221 -5.83977 6.16144 0.0 0.0 0.0
H 5.11112 -8.74758 5.36783 0.0 0.0 0.0
H 6.24196 -7.71335 6.24903 0.0 0.0 0.0
H 4.84646 -7.76241 8.23632 0.0 0.0 0.0
H 4.51708 -9.38470 7.59537 0.0 0.0 0.0
H 2.47533 -7.72721 5.22500 0.0 0.0 0.0
H 2.31807 -6.28536 6.24152 0.0 0.0 0.1
C -0.86546 -6.94050 6.72952 0.0 0.0 0.0
C -0.13982 -8.19774 7.21006 -0.1 0.1 -0.1
C -0.96768 -8.57554 8.42831 0.0 0.1 0.0
O -2.30706 -8.15441 8.15246 0.0 0.0 0.0
C -2.31836 -7.29735 7.00536 0.1 0.0 0.0
H -0.68822 -6.69785 5.68396 0.0 0.0 0.0
H -0.56140 -6.07934 7.32891 0.0 0.0 0.0
H -0.20297 -8.98501 6.45355 0.0 0.0 0.0
H 0.90868 -8.01614 7.42645 -0.1 -0.1 0.1
H -0.61358 -8.05554 9.32602 0.0 0.0 0.0
H -0.96985 -9.64817 8.62951 0.0 0.0 0.0
H -2.75206 -7.83813 6.15683 0.0 0.0 0.0
H -2.93879 -6.42602 7.21647 0.0 0.0 0.0
C -4.01952 6.01437 0.78868 0.0 0.0 0.0
C -4.95944 5.07951 1.54770 0.0 0.0 0.0
C -5.10645 3.92672 0.56297 0.0 0.0 0.0
O -3.87394 3.85780 -0.15467 -0.1 -0.1 -0.1
C -3.09220 5.02012 0.10144 0.1 0.0 0.0
H -3.48399 6.71447 1.42869 0.0 0.0 0.0
H -4.57798 6.58868 0.04523 0.0 0.0 0.0
H -4.48118 4.73190 2.46601 0.0 0.0 0.0
H -5.91455 5.53218 1.81118 0.0 0.0 0.0
H -5.91970 4.11262 -0.14851 0.0 0.0 0.0
H -5.28628 2.96754 1.04965 0.0 0.0 0.0
H -2.25467 4.74283 0.74983 0.0 0.0 0.0
H -2.69116 5.38933 -0.84326 0.0 0.0 0.0
C -0.93027 1.60248 4.03933 -0.1 0.0 0.0
C 0.09822 0.47804 4.14032 0.0 0.0 0.1
C 0.94317 0.72703 2.89979 -0.1 0.0 -0.1
O 0.92116 2.14676 2.67870 0.0 0.0 0.1
C -0.08258 2.74412 3.49241 0.0 0.0 0.0
H -1.40737 1.84942 4.98773 0.0 0.0 0.0
H -1.70877 1.33208 3.32283 0.0 0.0 0.0
H 0.70074 0.59698 5.04497 0.0 0.0 0.0
H -0.34173 -0.51784 4.15014 0.0 0.0 0.0
H 0.51923 0.22385 2.02716 0.0 -0.1 0.0
H 1.97737 0.40042 3.01342 0.0 0.1 0.0
H 0.40148 3.30092 4.30546 0.0 0.0 0.0
H -0.65642 3.44893 2.88639 0.0 0.0 0.0
C 0.19506 4.92360 -7.59025 0.0 0.0 0.0
C 0.66133 5.23824 -6.16938 0.1 -0.1 0.0
C -0.35125 4.46425 -5.33540 -0.1 0.1 0.1
O -0.72464 3.32692 -6.11728 -0.1 0.0 -0.1
C -0.24315 3.47006 -7.45087 0.1 0.0 0.1
H 0.96875 5.05848 -8.34552 0.0 0.0 0.0
H -0.65755 5.55347 -7.85686 0.0 0.0 0.0
H 1.66728 4.84192 -6.00948 0.0 0.0 0.0
H 0.67305 6.30179 -5.93355 0.0 0.0 0.0
H -1.24783 5.05949 -5.13155 0.1 0.0 0.0
H 0.05399 4.12214 -4.38176 0.0 -0.1 0.0
H 0.60132 2.78720 -7.59832 0.0 0.0 0.0
H -1.03699 3.19140 -8.14578 0.0 0.0 0.0
C -5.56789 5.36409 -5.59197 0.0 0.0 0.1
C -6.09088 6.34848 -4.54715 0.0 0.0 0.0
C -4.89520 6.46234 -3.60857 0.0 -0.1 0.0
O -3.73282 6.28019 -4.41761 0.0 0.0 0.0
C -4.10910 5.78438 -5.70349 0.1 0.0 -0.1
H -6.09353 5.41026 -6.54458 0.0 0.0 0.0
H -5.63746 4.34302 -5.21203 0.0 0.0 0.0
H -6.30113 7.31470 -5.01206 0.0 0.0 0.0
H -6.99299 6.01117 -4.03879 0.0 0.0 0.0
H -4.91650 5.68075 -2.84096 0.0 0.0 0.0
H -4.83297 7.43246 -3.11280 0.0 0.0 0.0
H -3.98139 6.58777 -6.43888 0.0 0.0 0.0
H -3.44973 4.95774 -5.97276 0.0 0.0 0.0
C 2.97568 4.66996 -3.22881 0.0 0.1 0.0
C 3.62095 5.13383 -1.92397 0.1 0.0 0.0
C 2.80915 4.36710 -0.88825 0.0 -0.1 0.0
O 2.41221 3.14781 -1.51325 -0.1 0.0 0.0
C 2.67477 3.21065 -2.91528 0.1 0.0 -0.1
H 3.61438 4.79023 -4.10213 0.0 0.0 0.0
H 2.04576 5.21825 -3.40689 0.0 0.0 0.0
H 4.66729 4.81837 -1.89327 0.0 0.0 0.0
H 3.58584 6.21287 -1.77191 0.0 0.0 0.0
H 1.91490 4.92773 -0.60551 -0.1 0.1 0.1
H 3.36851 4.13273 0.01843 0.0 0.0 0.0
H 3.54254 2.57652 -3.13642 0.0 0.0 0.0
H 1.82407 2.81388 -3.47630 0.0 0.0 0.2
C -2.45830 -4.04138 2.09171 0.0 -0.1 0.1
C -3.43833 -4.93850 2.84494 0.0 0.0 0.0
C -2.58793 -5.41864 4.01151 0.1 0.1 -0.1
O -1.66617 -4.36670 4.29956 0.1 0.0 0.1
C -1.69864 -3.39439 3.23663 -0.1 0.0 0.0
H -2.93525 -3.31704 1.44191 0.0 0.0 0.0
H -1.78317 -4.64050 1.47710 0.0 0.0 0.0
H -4.28263 -4.34800 3.21076 0.0 0.0 0.0
H -3.83084 -5.75891 2.24533 0.0 0.0 0.0
H -2.02313 -6.31971 3.73823 0.0 0.0 0.0
H -3.16938 -5.63320 4.90913 0.0 0.0 0.1
H -2.21303 -2.49719 3.59982 0.0 0.0 0.0
H -0.67998 -3.12258 2.96860 0.1 0.0 0.0
C 6.90406 6.41737 -6.17958 0.0 0.0 0.0
C 6.91745 5.29076 -7.21078 0.0 0.0 0.0
C 5.82423 4.37426 -6.67717 0.0 0.0 0.1
O 4.87318 5.22269 -6.02976 0.0 0.0 -0.1
C 5.41691 6.53346 -5.87224 0.0 0.0 0.0
H 7.33201 7.35099 -6.54179 0.0 0.0 0.0
H 7.45257 6.11411 -5.28524 0.0 0.0 0.0
H 6.64099 5.67792 -8.19406 0.0 0.0 0.0
H 7.87926 4.78831 -7.30058 0.0 0.0 0.0
H 6.22214 3.66652 -5.94243 0.0 0.0 0.0
H 5.31832 3.80958 -7.46059 0.0 0.0 0.0
H 4.91734 7.20965 -6.57481 0.0 0.0 0.0
H 5.21543 6.87994 -4.85735 0.0 0.0 0.0
```
Positions in Å, forces in eV/Å.

Calculated values
E_LUMO: 0.0705 hartree
total charge: -1
gap between HOMO and LUMO: 8.18 eV